No. 1
# C33H53IrN6O5SbSi3

A structure of composition C33H53IrN6O5SbSi3 in a non-equilibrium geometry (ωB97M-V/def2-TZVPD, OMol25).

Cartesian coordinates (Å):
1 Ir -0.48 -0.69 0.45
2 O -3.07 -3.70 4.85
3 C -2.25 -2.82 5.40
4 O -2.08 -2.73 6.58
5 C -1.51 -1.91 4.47
6 C -0.63 -0.93 4.90
7 N -0.15 -0.32 3.80
8 N -0.65 -0.85 2.68
9 C -1.48 -1.80 3.07
10 C -2.18 -2.51 1.97
11 O -2.96 -3.42 2.17
12 O -1.89 -2.08 0.77
13 H -3.10 -3.66 3.86
14 H -0.34 -0.65 5.90
15 H 0.52 0.42 3.74
16 C 0.66 1.57 -3.67
17 Sb 1.10 1.20 -1.60
18 C -0.34 -0.50 -1.56
19 C -1.74 -0.29 -2.12
20 C -2.38 0.90 -2.44
21 C -3.73 0.88 -2.78
22 C -4.40 -0.33 -2.82
23 C -3.67 -1.48 -2.55
24 N -2.39 -1.46 -2.21
25 Si 0.35 -2.02 -2.57
26 C -0.22 -3.66 -1.88
27 C 2.24 -2.02 -2.63
28 C -0.16 -1.89 -4.37
29 C -0.13 2.63 -0.39
30 C -1.48 2.16 0.07
31 C -2.52 3.10 0.15
32 C -3.77 2.79 0.64
33 C -4.01 1.51 1.09
34 C -2.97 0.61 1.02
35 N -1.74 0.90 0.54
36 Si -0.16 4.28 -1.41
37 C -0.49 5.85 -0.41
38 C 1.50 4.61 -2.22
39 C -1.46 4.24 -2.77
40 Si 0.93 3.00 1.19
41 C 2.38 4.15 0.91
42 C -0.20 3.70 2.51
43 C 1.80 1.49 1.92
44 H 1.27 0.83 -4.19
45 H 0.99 2.56 -3.98
46 H -0.38 1.41 -3.95
47 H -1.85 1.83 -2.42
48 H -4.23 1.81 -3.02
49 H -5.45 -0.39 -3.09
50 H -4.14 -2.45 -2.60
51 H -0.75 -3.56 -0.93
52 H 0.61 -4.36 -1.76
53 H -0.94 -4.10 -2.57
54 H 2.68 -2.56 -1.80
55 H 2.71 -1.04 -2.68
56 H 2.53 -2.54 -3.55
57 H -1.21 -1.67 -4.51
58 H 0.05 -2.85 -4.85
59 H 0.43 -1.14 -4.92
60 H -2.33 4.10 -0.17
61 H -4.54 3.55 0.66
62 H -4.97 1.19 1.48
63 H -3.13 -0.40 1.34
64 H 0.34 6.11 0.24
65 H -1.40 5.89 0.19
66 H -0.57 6.65 -1.15
67 H 2.17 5.15 -1.55
68 H 1.31 5.28 -3.07
69 H 2.05 3.76 -2.61
70 H -2.47 4.04 -2.41
71 H -1.23 3.54 -3.56
72 H -1.48 5.24 -3.21
73 H 2.12 5.19 0.72
74 H 3.03 3.79 0.11
75 H 2.96 4.13 1.84
76 H -0.67 4.63 2.20
77 H 0.40 3.92 3.40
78 H -0.99 3.01 2.80
79 H 2.80 1.40 1.50
80 H 1.32 0.52 1.77
81 H 1.94 1.67 2.99
82 C 3.98 -1.14 0.34
83 N 3.48 -2.43 0.79
84 C 4.49 -3.38 1.22
85 C 4.00 -4.80 1.02
86 C 2.68 -4.94 1.73
87 N 1.75 -3.90 1.31
88 C 0.35 -4.22 1.49
89 C 2.15 -2.69 0.86
90 O 1.34 -1.78 0.52
91 H 4.64 -1.29 -0.52
92 H 4.55 -0.66 1.14
93 H 3.16 -0.51 0.04
94 H 4.75 -3.21 2.27
95 H 5.39 -3.19 0.63
96 H 4.72 -5.51 1.42
97 H 3.88 -5.01 -0.05
98 H 2.82 -4.90 2.81
99 H 2.21 -5.90 1.50
100 H 0.11 -5.15 0.98
101 H -0.26 -3.43 1.07
102 H 0.12 -4.34 2.56

As for the charge: +1. The max |F| is 0.0277 Eh/bohr. The value obtained for the LUMO energy is -3.56 eV. The value obtained for the total energy is -3207.01103 Eh.


No. 2
# C33H54As3Br3NORuS

A structure of composition C33H54As3Br3NORuS in a non-equilibrium geometry (ωB97M-V/def2-TZVPD, OMol25).

Cartesian coordinates (Å):
1 Ru 1.09 0.30 0.45
2 C -2.83 -6.39 1.38
3 C -1.46 -6.62 0.71
4 C -0.49 -7.26 1.72
5 C -1.65 -7.57 -0.47
6 C -0.90 -5.28 0.30
7 C -0.68 -4.30 1.32
8 C -0.16 -3.10 1.00
9 Br 0.16 -1.80 2.33
10 C 0.23 -2.75 -0.38
11 O 0.81 -1.65 -0.61
12 C -0.09 -3.73 -1.43
13 C -0.61 -4.94 -1.02
14 C 0.10 -3.50 -2.92
15 C -1.26 -3.70 -3.62
16 C 0.61 -2.12 -3.32
17 C 1.11 -4.55 -3.44
18 H -3.25 -7.35 1.68
19 H -3.53 -5.91 0.70
20 H -2.75 -5.78 2.28
21 H -0.87 -8.24 2.00
22 H -0.39 -6.68 2.63
23 H 0.50 -7.40 1.28
24 H -2.03 -8.52 -0.11
25 H -0.70 -7.77 -0.98
26 H -2.36 -7.18 -1.20
27 H -0.91 -4.54 2.35
28 H -0.82 -5.68 -1.78
29 H -1.99 -2.97 -3.27
30 H -1.68 -4.70 -3.45
31 H -1.13 -3.57 -4.69
32 H -0.03 -1.32 -2.96
33 H 0.62 -2.07 -4.41
34 H 1.62 -1.94 -2.96
35 H 0.74 -5.57 -3.33
36 H 2.06 -4.47 -2.92
37 H 1.29 -4.38 -4.50
38 Br 3.46 -1.09 1.20
39 C 4.37 -1.10 -0.53
40 Br 3.54 0.00 -1.86
41 H 4.36 -2.12 -0.87
42 H 5.37 -0.73 -0.36
43 C -0.38 2.10 4.12
44 As -0.44 1.64 2.23
45 C -2.25 0.96 2.15
46 C -0.81 3.31 1.25
47 C 0.23 4.44 1.33
48 C -0.10 5.34 2.52
49 C 1.62 3.87 1.58
50 As 2.36 2.40 0.56
51 C 3.19 3.30 -0.98
52 C 3.93 2.17 1.68
53 C 0.16 5.21 0.01
54 As 1.05 6.95 -0.47
55 C 2.65 7.08 0.68
56 C -0.08 8.20 0.53
57 H -1.16 2.84 4.30
58 H 0.59 2.49 4.42
59 H -0.59 1.20 4.70
60 H -2.95 1.79 2.26
61 H -2.41 0.25 2.95
62 H -2.41 0.47 1.20
63 H -1.78 3.73 1.55
64 H -0.93 2.92 0.24
65 H -0.13 4.77 3.45
66 H -1.07 5.82 2.39
67 H 0.65 6.12 2.64
68 H 1.67 3.49 2.61
69 H 2.37 4.67 1.51
70 H 3.07 4.37 -0.85
71 H 2.80 3.02 -1.95
72 H 4.25 3.05 -0.97
73 H 4.34 3.16 1.89
74 H 4.69 1.57 1.17
75 H 3.66 1.68 2.61
76 H -0.90 5.44 -0.19
77 H 0.45 4.53 -0.80
78 H 3.42 6.38 0.38
79 H 2.45 6.97 1.75
80 H 3.04 8.08 0.52
81 H -1.12 8.06 0.23
82 H 0.21 9.21 0.24
83 H 0.01 8.10 1.61
84 S -1.10 2.52 -2.84
85 C 0.13 1.80 -1.94
86 N -0.18 0.80 -1.15
87 C -1.55 0.54 -1.28
88 C -2.25 -0.54 -0.72
89 C -3.60 -0.67 -0.98
90 C -4.27 0.25 -1.80
91 C -3.59 1.29 -2.40
92 C -2.22 1.41 -2.14
93 H 1.14 2.15 -2.03
94 H -1.74 -1.26 -0.10
95 H -4.14 -1.50 -0.56
96 H -5.33 0.13 -1.98
97 H -4.10 1.97 -3.06

As for the charge: +2. The max |F| is 0.0317 Eh/bohr. As for the multiplicity: 2. The value obtained for the LUMO energy (alpha / beta) is -5.92 / -7.27 eV. For the energy above the lowest of the compared OMol25 structures with the same formula, charge and spin, the calculation gives 197.1 kJ/mol. The value obtained for the total energy is -16341.72537 Eh.


No. 3
# C33H54BN5O5P2Sr

A structure of composition C33H54BN5O5P2Sr in a non-equilibrium geometry (ωB97M-V/def2-TZVPD, OMol25).

Cartesian coordinates (Å):
1 Sr -0.54 -1.10 0.14
2 C -0.46 6.08 -1.11
3 C -1.07 4.69 -1.01
4 C -1.41 4.40 0.47
5 C -2.39 4.65 -1.80
6 P -0.02 3.23 -1.55
7 C 1.38 3.28 -0.31
8 N 1.15 2.40 0.82
9 B 0.72 1.03 0.68
10 N 0.42 0.67 2.11
11 C -0.15 -0.54 2.67
12 P -2.03 -0.94 2.40
13 C -2.87 -0.30 3.95
14 C -2.50 1.19 3.98
15 C -2.53 -0.94 5.29
16 C -4.38 -0.39 3.72
17 C -1.87 -2.86 2.41
18 C -1.12 -3.43 1.17
19 C -3.28 -3.45 2.37
20 C -1.10 -3.42 3.62
21 C 0.79 1.73 2.95
22 C 0.86 1.83 4.33
23 C 1.30 3.03 4.90
24 C 1.69 4.09 4.10
25 C 1.66 3.99 2.71
26 C 1.23 2.80 2.14
27 C 0.94 3.67 -3.11
28 C 1.67 2.37 -3.48
29 C 1.97 4.80 -3.00
30 C -0.05 4.00 -4.22
31 H -1.11 6.80 -0.60
32 H 0.52 6.14 -0.64
33 H -0.37 6.41 -2.15
34 H -2.22 5.06 0.79
35 H -1.73 3.37 0.62
36 H -0.56 4.58 1.13
37 H -3.09 5.37 -1.37
38 H -2.25 4.90 -2.85
39 H -2.85 3.66 -1.74
40 H 2.29 3.00 -0.83
41 H 1.53 4.31 0.04
42 H 0.34 -1.44 2.28
43 H 0.05 -0.60 3.74
44 H -1.46 1.36 4.26
45 H -2.66 1.66 3.01
46 H -3.13 1.69 4.71
47 H -1.45 -0.95 5.49
48 H -3.00 -0.36 6.08
49 H -2.91 -1.96 5.37
50 H -4.67 0.14 2.80
51 H -4.75 -1.41 3.64
52 H -4.90 0.09 4.56
53 H -1.62 -3.18 0.23
54 H -0.06 -3.14 1.19
55 H -1.13 -4.52 1.26
56 H -3.85 -3.07 1.51
57 H -3.21 -4.54 2.28
58 H -3.84 -3.23 3.28
59 H -0.05 -3.13 3.61
60 H -1.52 -3.11 4.58
61 H -1.14 -4.51 3.59
62 H 0.59 1.01 4.98
63 H 1.35 3.11 5.98
64 H 2.03 5.01 4.56
65 H 2.01 4.81 2.10
66 H 2.53 2.18 -2.84
67 H 1.02 1.50 -3.41
68 H 2.04 2.44 -4.51
69 H 2.72 4.60 -2.23
70 H 2.50 4.88 -3.96
71 H 1.51 5.76 -2.80
72 H -0.87 3.28 -4.27
73 H -0.49 4.99 -4.09
74 H 0.46 3.99 -5.19
75 O 1.65 -2.43 0.04
76 C 1.61 -2.51 -1.21
77 O 0.64 -2.13 -1.91
78 C 2.80 -3.11 -1.92
79 C 2.79 -3.27 -3.30
80 C 3.88 -3.83 -3.95
81 C 4.99 -4.22 -3.23
82 C 4.99 -4.05 -1.86
83 C 3.91 -3.50 -1.19
84 N 6.17 -4.47 -1.09
85 O 7.13 -4.89 -1.71
86 O 6.12 -4.37 0.12
87 H 1.91 -2.95 -3.84
88 H 3.86 -3.95 -5.03
89 H 5.86 -4.65 -3.71
90 H 3.92 -3.38 -0.11
91 C -2.92 -1.52 -4.81
92 N -2.94 -1.92 -3.42
93 C -2.46 -1.18 -2.39
94 N -1.91 0.02 -2.71
95 O -2.57 -1.59 -1.22
96 H -3.47 -2.26 -5.39
97 H -1.91 -1.47 -5.21
98 H -3.41 -0.55 -4.94
99 H -3.31 -2.81 -3.15
100 H -1.48 0.13 -3.61
101 H -1.51 0.60 -1.99

As for the charge: 0. The max |F| is 0.0655 Eh/bohr. The value obtained for the LUMO energy is 0.05 eV. For the energy above the lowest of the compared OMol25 structures with the same formula, charge and spin, the calculation gives 232.5 kJ/mol. The value obtained for the total energy is -2678.14716 Eh.